1.
ORCA calculation (ωB97M-V with the def2-TZVPD basis set) on a structure of composition C4H5NO.

Summary:
relative energy (zero: lowest compared OMol25 entry of this formula, charge and spin)	52.6	kcal per mole
M	83.090	Da
energy	-285.3308	Ha
charge	0
frontier orbital gap	10.04	eV
multiplicity	1

```
11
Properties=species:S:1:pos:R:3:lowdin_charge:R:1
C 0.99798 -0.87495 0.17467 -0.05
C -0.23173 -1.37825 -0.00126 -0.04
C -2.20092 0.40685 0.00376 -0.29
C 0.45232 0.51097 -0.07869 -0.18
N -0.87424 -0.07014 -0.27868 -0.08
O -3.15250 -0.32642 0.06976 0.04
H 1.91750 -1.29522 0.15426 0.06
H -0.79607 -2.34667 -0.04373 0.13
H -2.18956 1.54521 0.10212 0.14
H 0.38587 1.28193 0.77230 0.14
H 0.93137 0.89817 -1.02705 0.13
```

2.
ORCA calculation (ωB97M-V with the def2-TZVPD basis set) on a structure of composition C15H22N3O5PRuS4.

Summary:
relative energy (zero: lowest compared OMol25 entry of this formula, charge and spin)	0.0	kcal per mole
M	584.669	Da
energy	-3154.1914	Ha
expectation value of S²	0.758
charge	+1
frontier orbital gap (spin up / spin down)	7.69 / 7.42	eV
multiplicity	2

```
51
Properties=species:S:1:pos:R:3:mulliken_spin:R:1
Ru 0.10032 1.50247 0.34073 0.84
C 3.18489 3.32019 4.69750 0.00
C 2.19350 2.19141 4.58422 -0.01
O 0.84254 2.73953 4.44702 0.00
P 0.08160 2.68907 3.07830 0.00
S -0.26757 0.76906 2.43745 0.07
S 1.00615 3.39890 1.47060 -0.03
O -1.24557 3.45234 3.36240 0.00
C -2.26577 2.92410 4.27228 0.00
C -3.55800 2.79242 3.51050 0.00
H 4.18151 2.90911 4.86092 0.00
H 2.93684 3.96687 5.53778 0.00
H 3.20376 3.91501 3.78479 0.00
H 2.15864 1.58013 5.48280 0.00
H 2.40196 1.54659 3.72810 0.00
H -2.32817 3.63700 5.09099 0.00
H -1.92913 1.96510 4.67113 0.00
H -3.85752 3.75598 3.10084 0.00
H -4.34161 2.44222 4.18294 0.00
H -3.45446 2.07939 2.69260 0.00
S 2.19246 0.77789 -0.00583 0.08
C 2.06928 -0.78660 -0.79408 0.00
N 2.96976 -1.07817 -1.71453 0.01
C 2.91670 -2.29960 -2.51987 0.00
C 2.27189 -3.40747 -1.70481 0.00
C 0.94614 -2.92472 -1.14184 0.00
N 1.16391 -1.66850 -0.42607 0.01
H 3.58228 -0.33052 -1.99876 0.00
H 3.93366 -2.56112 -2.80485 0.00
H 2.33950 -2.09515 -3.42363 0.00
H 2.93408 -3.70321 -0.88944 0.00
H 2.10950 -4.27899 -2.33634 0.00
H 0.53110 -3.64319 -0.43812 0.00
H 0.21988 -2.75420 -1.93920 0.00
H 0.45801 -1.34088 0.21540 0.00
O -3.50780 0.63153 -0.37447 0.00
S -2.36377 1.30239 -0.88978 -0.01
O -1.82244 2.39296 -0.02307 0.02
N -1.02303 0.39932 -1.11947 0.00
C -0.68907 0.32008 -2.47125 0.00
O 0.26285 -0.28720 -2.90648 0.00
C -1.64227 1.12142 -3.30623 0.00
C -1.63376 1.25162 -4.68293 0.00
C -2.59821 2.06288 -5.26604 0.00
C -3.55324 2.72038 -4.49274 0.00
C -3.57369 2.58497 -3.11065 0.00
C -2.59322 1.78918 -2.55315 0.00
H -0.89069 0.73339 -5.27344 0.00
H -2.61382 2.18620 -6.34042 0.00
H -4.29455 3.34138 -4.97669 0.00
H -4.32014 3.07792 -2.50361 0.00
```

3.
ORCA calculation (ωB97M-V with the def2-TZVPD basis set) on the molecule C3H7NS2.

Summary:
relative energy (zero: lowest compared OMol25 entry of this formula, charge and spin)	35.9	kcal per mole
M	121.230	Da
energy	-969.5801	Ha
charge	0
frontier orbital gap	9.52	eV
multiplicity	1

```
13
Properties=species:S:1:pos:R:3:lowdin_charge:R:1
N -0.71749 1.77259 -0.20526 0.04
C 0.05467 0.70515 0.34917 -0.42
C -0.36188 -0.75109 0.42998 -0.68
S -1.91813 -1.22934 -0.20775 0.77
C 0.77364 -0.34637 -0.41624 -0.67
S 2.47631 -0.83693 -0.09358 0.75
H -1.59518 1.72908 0.30028 0.07
H -0.95574 1.64181 -1.15710 0.06
H 0.61017 1.14780 1.31315 0.18
H -0.07430 -1.28317 1.29643 0.08
H -1.87075 -2.47552 0.29889 -0.13
H 0.56510 -0.39679 -1.48475 0.10
H 3.01358 0.32278 -0.42322 -0.15
```

4.
ORCA calculation (ωB97M-V with the def2-TZVPD basis set) on a cluster of 5 separate species, C34H71BF5O16P4 in total.

Summary:
M	965.624	Da
energy	-4431.5544	Ha
charge	-1
frontier orbital gap	5.41	eV
multiplicity	1

```
131
Properties=species:S:1:pos:R:3:lowdin_charge:R:1
C -3.44330 7.34882 -8.82875 -0.17
C -3.44032 5.88860 -8.20329 -0.27
B -3.55022 4.66420 -9.29947 -0.44
C -2.11746 3.98871 -9.71750 -0.37
F -2.35918 2.58010 -9.90844 -0.05
F -1.12590 4.04764 -8.70013 -0.03
C -1.48631 4.48209 -11.05736 -0.07
C -0.15418 3.93566 -11.39227 -0.01
C 0.54032 4.26993 -12.62654 -0.07
C -0.10502 5.20840 -13.55090 -0.04
C -1.40602 5.74748 -13.23434 -0.10
C -2.14894 6.74071 -14.18244 -0.49
F -1.83339 6.42529 -15.48229 0.09
F -1.80475 8.04593 -13.88694 0.10
F -3.51784 6.65723 -14.04159 0.10
C -2.10165 5.38592 -11.99777 0.05
H -2.41078 7.79820 -8.87007 0.06
H -4.04789 8.04292 -8.16982 0.05
H -3.88269 7.40496 -9.85594 0.05
H -2.56420 5.78292 -7.50904 0.07
H -4.37640 5.82604 -7.57054 0.07
H -4.16913 5.06084 -10.24788 0.05
H -4.19139 3.78495 -8.76491 0.05
H 0.37774 3.23246 -10.70601 0.11
H 1.53110 3.85114 -12.90816 0.09
H 0.37421 5.49873 -14.50928 0.10
H -3.10677 5.81252 -11.80582 0.10
O -0.61415 3.20556 -2.43148 -0.25
P -0.53041 2.19074 -3.55119 0.67
O -2.14507 1.82332 -3.61678 -0.25
C -3.11942 2.86221 -3.64565 -0.29
C -3.16465 3.56896 -4.98760 -0.07
O -0.01356 0.90480 -2.65249 -0.22
C 0.64447 1.09994 -1.40706 -0.31
C -0.34486 0.98730 -0.26265 -0.07
O -0.19593 1.23199 -4.87769 -0.20
C -1.10159 0.83972 -5.90257 -0.27
C -0.93196 1.70889 -7.13204 -0.08
H -2.95569 3.57950 -2.83850 0.10
H -4.08734 2.39126 -3.45374 0.12
H -2.19275 4.00735 -5.23306 0.07
H -3.90990 4.36657 -4.98051 0.08
H -3.42257 2.87308 -5.78846 0.08
H 1.17516 2.05244 -1.38622 0.10
H 1.39817 0.31295 -1.31112 0.11
H -1.18572 1.67197 -0.38078 0.07
H 0.14395 1.19494 0.69251 0.06
H -0.76642 -0.02009 -0.22520 0.08
H -2.14072 0.81259 -5.58604 0.11
H -0.84378 -0.19249 -6.15933 0.12
H -1.04004 2.76351 -6.88562 0.05
H -1.66484 1.44551 -7.89516 0.08
H 0.06822 1.58138 -7.55430 0.08
O 1.65548 0.25904 3.87478 -0.24
P 2.97272 0.62446 4.52867 0.68
O 2.36892 0.63071 6.07917 -0.25
C 1.57058 -0.45067 6.53852 -0.29
C 2.39122 -1.69997 6.79755 -0.06
O 2.92791 2.24439 4.24715 -0.21
C 2.16579 2.77814 3.16568 -0.29
C 0.80366 3.23169 3.65623 -0.07
O 4.52053 0.90027 5.12219 -0.21
C 5.01367 0.60461 6.41890 -0.28
C 5.81154 -0.68617 6.40830 -0.08
H 0.75868 -0.66335 5.84417 0.07
H 1.10559 -0.12715 7.47404 0.12
H 2.91289 -2.02228 5.89092 0.06
H 1.75296 -2.51864 7.13745 0.08
H 3.14672 -1.51793 7.56524 0.07
H 2.08196 2.05997 2.34978 0.09
H 2.71242 3.64016 2.77547 0.12
H 0.26644 2.43161 4.16785 0.07
H 0.19185 3.58642 2.82461 0.08
H 0.91445 4.04460 4.37773 0.08
H 4.24706 0.58432 7.18835 0.10
H 5.68115 1.42844 6.68769 0.13
H 5.22155 -1.51244 6.00669 0.06
H 6.14342 -0.94200 7.41673 0.08
H 6.69210 -0.58367 5.76981 0.07
O 4.00179 -4.61971 4.06570 -0.25
P 3.84668 -5.10759 2.64120 0.68
O 4.92336 -6.36731 2.74146 -0.24
C 4.87150 -7.27357 3.83554 -0.29
C 3.68744 -8.21636 3.74360 -0.08
O 4.82207 -4.00061 1.91092 -0.21
C 5.09756 -2.74920 2.53002 -0.29
C 6.41129 -2.81172 3.28540 -0.07
O 3.39539 -5.53930 1.08724 -0.20
C 3.49913 -6.81872 0.48387 -0.28
C 2.16170 -7.53489 0.51268 -0.08
H 4.86568 -6.74174 4.78904 0.11
H 5.79687 -7.85452 3.80727 0.12
H 2.74534 -7.66054 3.71710 0.07
H 3.66481 -8.89329 4.60017 0.08
H 3.73947 -8.82058 2.83506 0.07
H 4.27436 -2.44067 3.17656 0.09
H 5.17529 -2.00251 1.73561 0.12
H 6.42516 -3.62858 4.00866 0.08
H 6.59862 -1.87405 3.81196 0.06
H 7.23639 -2.99224 2.59265 0.08
H 4.28599 -7.44141 0.90182 0.10
H 3.78207 -6.64379 -0.55780 0.13
H 1.77169 -7.60240 1.53010 0.06
H 2.25471 -8.54098 0.09875 0.08
H 1.42345 -6.98553 -0.07568 0.08
O -5.38539 -3.56154 7.44348 -0.24
P -4.54049 -2.34665 7.12985 0.67
O -3.18423 -2.82468 7.96059 -0.24
C -2.66525 -4.13809 7.79834 -0.29
C -1.97962 -4.32221 6.45823 -0.08
O -5.17718 -1.32657 8.25567 -0.22
C -6.47948 -1.54393 8.79031 -0.30
C -6.39186 -2.29395 10.10583 -0.08
O -3.76525 -0.98975 6.52946 -0.20
C -2.36810 -0.80009 6.36695 -0.28
C -1.95768 -1.03354 4.92554 -0.06
H -3.44394 -4.89059 7.93799 0.11
H -1.93660 -4.28988 8.59897 0.12
H -2.67148 -4.12550 5.63394 0.07
H -1.60029 -5.34105 6.35480 0.08
H -1.13732 -3.63431 6.35285 0.07
H -7.11824 -2.06184 8.07474 0.10
H -6.92661 -0.56163 8.96384 0.11
H -5.84036 -3.22940 10.00331 0.07
H -7.38926 -2.51560 10.49105 0.08
H -5.85815 -1.69465 10.84721 0.08
H -1.76058 -1.39192 7.04738 0.10
H -2.16835 0.24399 6.62462 0.13
H -2.26949 -2.02100 4.57919 0.07
H -0.87696 -0.94269 4.81352 0.05
H -2.43517 -0.30195 4.27001 0.08
```

What is the energy in the second record?
-3154.1914 Ha

Which of these has the lowest energy?
C34H71BF5O16P4